This record from the OMol25 dataset describes C22H22ClN3S in the gas phase. The level of theory is the ωB97M-V functional and the def2-TZVPD basis.

## Properties
SMILES: Cc1ccc(CN(Cc2cccnc2)C(=S)Nc2cc(Cl)ccc2C)cc1
E_tot in hartree: -1874.21448
Orbital gap in eV: 8.70
HOMO energy in eV: -8.283
LUMO in eV: 0.412

Atoms and positions in Å:
C1 -4.31045 -2.56513 -0.87667
C2 -3.03233 -1.78491 -0.86641
C3 -2.74929 -0.89266 -1.89394
C4 -1.58697 -0.14688 -1.88549
C5 -0.67593 -0.27305 -0.84607
C6 -0.94186 -1.18293 0.16781
C7 -2.10705 -1.92672 0.15825
H1 -2.30174 -2.62112 0.96302
H2 -0.24091 -1.29788 0.98192
C8 0.56968 0.57952 -0.79135
N1 0.59723 1.40154 0.40953
C9 1.12688 0.98400 1.57668
S1 0.65878 1.56681 3.05785
N2 2.07972 -0.00882 1.57057
C10 3.19104 -0.12515 0.73212
C11 3.60595 0.93031 -0.07629
C12 4.71479 0.77718 -0.88802
C13 5.43318 -0.40565 -0.89741
C14 5.02395 -1.44132 -0.07450
C15 3.91071 -1.32950 0.74226
C16 3.47342 -2.46305 1.61881
H3 3.61016 -2.21256 2.67194
H4 4.05593 -3.35488 1.40615
H5 2.41960 -2.68817 1.45914
H6 5.58376 -2.36459 -0.07491
H7 6.29730 -0.51385 -1.53209
Cl1 5.20601 2.09387 -1.89534
H8 3.07341 1.86771 -0.06057
H9 2.21180 -0.40767 2.49261
C17 -0.25945 2.57403 0.37767
C18 -1.72094 2.25144 0.22539
C19 -2.45170 2.71172 -0.86380
N3 -3.72691 2.43539 -1.06405
C20 -4.34610 1.67632 -0.17757
C21 -3.72753 1.17905 0.95936
C22 -2.39268 1.47676 1.16525
H10 -1.87407 1.11744 2.04128
H11 -4.27533 0.57591 1.66639
H12 -5.38672 1.46722 -0.38875
H13 -1.98884 3.33827 -1.61721
H14 0.06525 3.20417 -0.45831
H15 -0.10224 3.11759 1.31441
H16 1.45047 -0.06322 -0.82148
H17 0.60413 1.24703 -1.65696
H18 -1.39309 0.54922 -2.68866
H19 -3.45497 -0.77089 -2.70245
H20 -5.16303 -1.88886 -0.91969
H21 -4.39878 -3.18304 0.01317
H22 -4.35424 -3.21000 -1.75362